[1]
A 14-piece molecular cluster, C3H37N2O13 overall in a non-equilibrium geometry, computed with the ωB97M-V functional and the def2-TZVPD basis.

Atoms and positions in Å:
N -0.093 1.899 1.061
C -0.879 2.609 0.047
C -2.423 2.711 0.362
N -2.759 1.671 1.292
C -3.796 2.011 2.273
H -0.465 1.964 2.032
H 2.786 1.928 0.000
H 0.857 2.225 1.225
H -0.419 3.561 -0.240
H -0.789 2.238 -1.000
H -2.484 3.760 0.643
H -2.874 2.645 -0.643
H -2.944 0.771 0.847
H -3.396 2.848 2.850
H -3.974 1.150 2.916
H -4.739 2.353 1.839
H 0.008 -2.482 -2.788
H 0.312 -3.955 -2.317
O -0.406 -3.324 -2.547
H 0.343 -1.555 -0.493
H 1.664 -1.321 0.452
O 1.331 -1.557 -0.438
H -0.623 -2.135 3.285
H 0.473 -1.733 4.165
O -0.292 -1.351 3.742
H 3.142 -4.115 -0.922
H 2.039 -3.143 -0.895
O 2.205 -4.121 -0.808
H 1.795 0.255 3.083
H 2.563 1.514 2.472
O 1.868 0.867 2.351
H -0.328 0.725 -3.303
H 0.376 0.479 -1.927
O -0.103 1.139 -2.448
H 1.066 3.983 -2.478
H 1.162 2.445 -2.123
O 1.565 3.339 -1.972
H -0.796 1.935 4.835
H -0.915 0.654 3.860
O -0.328 1.361 4.197
H 3.332 3.381 0.267
H -0.251 0.912 0.895
O 3.096 2.533 0.698
H -1.385 -2.244 -1.288
H -1.586 -2.033 0.205
O -1.332 -1.578 -0.582
H 1.918 -1.062 -2.168
H 2.135 -0.834 -3.769
O 1.732 -1.342 -3.088
H 0.680 -4.327 0.010
H -0.524 -5.073 0.388
O -0.071 -4.230 0.635
H -0.799 -1.523 -4.803
H -1.600 -0.440 -4.111
O -0.789 -0.931 -4.054

Properties
LUMO level in Eh: -0.093
Charge: +1
HOMO in eV: -12.23

[2]
A 15-piece molecular cluster, C3H37N2O15 overall in a non-equilibrium geometry, computed with the ωB97M-V functional and the def2-TZVPD basis.

Atoms and positions in Å:
N -1.226 0.573 -1.970
C -1.408 1.586 -0.861
C -2.135 0.909 0.304
N -1.996 1.408 1.532
C -1.796 2.931 1.680
O -2.715 -0.142 0.095
H -2.189 0.158 -1.932
H -0.315 0.159 -1.701
H -1.184 0.907 -2.953
H -0.369 1.918 -0.522
H -2.059 2.421 -1.172
H -2.448 1.022 2.352
H -1.625 3.274 0.688
H -0.879 3.062 2.269
H -2.681 3.453 1.911
H -2.152 -3.382 -0.606
H -2.799 -2.016 -0.570
O -1.981 -2.436 -0.825
H -2.689 -4.496 1.135
H -1.538 -5.156 0.356
O -2.429 -4.805 0.245
H 5.222 -1.947 -1.302
H 3.739 -1.766 -0.928
O 4.420 -1.465 -1.531
H -0.622 -0.642 1.454
H 0.239 -1.766 0.865
O 0.073 -1.264 1.667
H 2.105 -0.702 -0.871
H 1.525 0.785 -0.885
O 1.328 -0.163 -0.973
H 0.338 4.074 -3.009
H 0.886 3.799 -1.572
O 0.169 3.570 -2.159
H 0.965 -0.370 2.894
H 1.207 -0.072 4.390
O 1.017 0.355 3.557
H 2.701 3.084 0.187
H 2.460 2.238 -1.059
O 2.053 2.471 -0.221
H -4.234 -1.276 -2.126
H -4.474 0.007 -1.371
O -4.324 -0.310 -2.273
H 4.417 -1.444 2.630
H 3.744 -2.769 2.572
O 3.618 -1.868 2.279
H -1.708 -1.834 3.431
H -1.715 -0.516 4.269
O -2.226 -1.081 3.699
H 2.885 0.477 4.072
H 4.066 0.635 3.175
O 3.844 0.399 4.076
H 3.716 -0.404 -3.368
H 2.424 0.006 -3.772
O 3.256 0.435 -3.506
H 0.738 0.733 -4.370
H -0.572 0.339 -5.373
O -0.116 0.293 -4.537

Properties
LUMO level in Eh: -0.096
Charge: +1
HOMO in eV: -13.07

[3]
C3H3AgO2 as an isolated structure in a non-equilibrium geometry, computed with the ωB97M-V functional and the def2-TZVPD basis.

Atoms and positions in Å:
C -2.225 -0.741 0.666
C -1.152 -0.942 -0.391
H -3.016 -0.100 0.231
H -1.647 -0.733 -1.363
H -0.549 -1.860 -0.382
O -1.100 0.687 1.043
C -0.402 0.273 0.081
Ag 2.179 0.676 -1.429
O 0.795 0.608 -0.145

Properties
LUMO level (alpha / beta) in Eh: -0.195 / -0.239
2S+1: 2
Charge: +1
HOMO (alpha / beta) in eV: -15.36 / -15.45

[4]
C3H3AuO3 as an isolated structure in a non-equilibrium geometry, computed with the ωB97M-V functional and the def2-TZVPD basis.

Atoms and positions in Å:
C 0.669 -0.355 -0.255
C -1.633 -0.370 0.198
O -0.558 -0.665 -0.631
O 0.942 0.863 -0.062
C -2.207 0.830 0.137
H -2.045 -1.226 0.733
H -2.579 0.989 1.189
H -1.755 1.659 -0.409
O 1.556 -1.238 -0.072
Au 2.531 0.251 0.393

Properties
LUMO level (alpha / beta) in Eh: -0.385 / -0.524
2S+1: 3
Charge: +2
HOMO (alpha / beta) in eV: -19.66 / -21.63

These records have calculated total energy values of -33303.82461 -37398.46549 -11241.28682 -12964.77767 eV, in the order they appear.
These records have energy above the lowest of the compared OMol25 structures with the same formula, charge and spin values of 50.7 0.0 228.5 188.2 kJ/mol, in the order they appear.